Molecular formula: C3H5NO2
Method: DFT, ωB97M-V with the def2-TZVPD basis set

XYZ file:
```
11
Properties=species:S:1:pos:R:3:forces:R:3
O -0.713871 0.998555 -1.505532 0.7 0.4 -0.6
C 0.168011 0.182449 -1.522198 -1.7 -0.7 1.2
C 0.335588 -0.755670 -0.327677 -0.5 -1.9 0.1
N -0.436112 -0.370640 0.829610 1.0 3.4 -0.5
C -0.161859 0.937605 1.244394 -0.5 -1.4 1.6
O 0.841823 1.547121 1.005963 -0.1 0.5 -0.7
H 0.630238 -0.193757 -2.440679 0.6 0.4 -0.2
H 1.356411 -1.119618 -0.130360 -0.2 0.4 -0.1
H -0.249427 -1.604886 -0.723182 0.6 -0.2 -0.1
H -0.834884 -0.879067 1.589606 -0.2 -1.1 -0.4
H -0.935920 1.257904 1.980050 0.3 0.3 -0.3
```
Positions in Å, forces in eV/Å.

Values from the calculation:
ΔE to the lowest compared entry with this formula, charge and spin, kJ/mol: 159.4
HOMO energy, eV: -10.0
Charge: 0
Maximum force, eV/Å: 3.6
Frontier orbital gap, eV: 10.84
SMILES: O=CCNC=O
Calculated total energy, a.u.: -322.513620


Molecular formula: C9H14
Method: DFT, ωB97M-V with the def2-TZVPD basis set

XYZ file:
```
23
Properties=species:S:1:pos:R:3:forces:R:3
C 2.340652 1.083958 0.110772 -1.2 -2.2 -0.2
C 0.925637 1.460190 -0.350430 1.5 -0.8 0.2
C 0.579307 2.763635 -0.104020 -0.9 1.5 -0.2
C -0.719796 3.229942 -0.293847 -0.8 -0.5 0.2
C -1.720570 2.377696 -0.776277 1.0 -0.6 1.3
C -1.294889 1.090271 -1.128090 -0.6 -0.6 -1.2
C 0.008678 0.616382 -0.991611 -0.9 1.0 0.6
H 2.435241 -0.027077 0.098130 0.2 0.6 -0.8
H 2.515488 1.209109 1.178028 -0.1 1.0 -0.1
H 3.044831 1.574988 -0.539333 0.6 0.0 0.1
H 1.309988 3.498142 0.234765 0.0 -0.4 0.2
H -1.043267 4.192741 0.081862 0.3 0.2 -0.2
H -2.755902 2.624120 -0.541308 0.1 0.0 -0.9
H -1.929336 0.342056 -1.636446 -0.3 0.7 0.6
H 0.089984 -0.406921 -1.346966 1.0 0.1 0.4
C -0.919829 -3.568003 0.282362 -0.6 -0.4 -0.5
C 0.030209 -2.830071 1.208384 -0.6 -0.2 0.7
H -0.914693 -4.623134 0.572872 0.5 -0.2 -1.0
H -1.989288 -3.399519 0.205330 -0.5 0.9 1.5
H -0.792219 -3.271935 -0.779800 1.2 -1.0 0.3
H -0.119707 -1.777023 1.130112 0.7 1.0 -0.7
H 1.044155 -3.223649 1.108271 0.1 0.6 -0.6
H -0.124676 -2.935901 2.277240 -0.7 -0.7 0.3
```
Positions in Å, forces in eV/Å.

Values from the calculation:
ΔE to the lowest compared entry with this formula, charge and spin, kJ/mol: 135.1
HOMO energy, eV: -9.1
Charge: 0
Maximum force, eV/Å: 2.5
Frontier orbital gap, eV: 10.09
SMILES: Cc1ccccc1.CC
Calculated total energy, a.u.: -351.278725


Molecular formula: CH8BN3
Method: DFT, ωB97M-V with the def2-TZVPD basis set

XYZ file:
```
13
Properties=species:S:1:pos:R:3:forces:R:3
B -1.081403 -0.029318 0.085180 5.2 4.4 0.8
C 1.916317 0.197964 0.830121 1.0 -0.2 -0.2
N -1.486204 -1.195964 -0.360388 -2.6 -2.6 -0.8
N -1.793483 0.973886 0.778080 2.0 1.8 -0.2
N 1.033810 0.477332 -0.308591 -2.0 -1.5 -0.5
H 1.761463 0.960009 1.609790 -0.7 -1.0 0.4
H 2.007773 -0.904370 1.105782 -0.5 1.4 0.5
H 2.981320 0.471362 0.646148 -0.4 -0.2 -0.8
H -2.486318 -1.343646 -0.295208 0.0 -0.3 0.0
H -1.070532 -1.879058 -0.929303 0.9 -0.5 -0.5
H -2.790566 0.883268 0.767339 -0.3 0.5 0.3
H -1.363106 1.961714 0.905741 -1.3 -2.7 -0.4
H 1.409973 -0.134468 -1.101214 -1.2 0.9 1.3
```
Positions in Å, forces in eV/Å.

Values from the calculation:
ΔE to the lowest compared entry with this formula, charge and spin, kJ/mol: 283.7
HOMO energy, eV: -7.6
Charge: 0
Maximum force, eV/Å: 6.9
Frontier orbital gap, eV: 7.92
Calculated total energy, a.u.: -231.997775


Molecular formula: C3H9N3
Method: DFT, ωB97M-V with the def2-TZVPD basis set

XYZ file:
```
15
Properties=species:S:1:pos:R:3:forces:R:3
C 0.618288 -0.159232 -0.668043 0.2 -0.4 0.2
C -0.948061 1.924385 0.897424 -1.0 -1.4 -2.5
C 1.280796 -1.502381 1.127648 -3.2 3.2 -0.4
N 1.371684 -1.296781 -0.116203 -1.2 1.8 0.2
N 1.140543 0.121870 -1.800605 0.4 -1.6 1.2
N -1.695274 0.916745 0.739561 -1.3 -2.3 0.7
H -0.649407 2.364330 0.014285 1.0 1.3 -1.6
H -0.597115 2.239380 1.810855 0.2 0.8 2.2
H 0.538947 -0.832686 1.676466 1.3 -1.1 -0.6
H 1.786713 -2.239522 1.568970 2.1 -2.9 1.9
H 1.964834 -1.807580 -0.719472 1.1 -1.2 -0.6
H 0.792345 0.791377 -2.393069 -1.2 2.2 -1.5
H 1.871970 -0.414327 -2.195804 1.2 -0.5 -0.8
H -1.956824 0.259431 -0.113512 0.8 2.6 1.8
H -2.003290 0.538294 1.630773 -0.5 -0.5 -0.1
```
Positions in Å, forces in eV/Å.

Values from the calculation:
ΔE to the lowest compared entry with this formula, charge and spin, kJ/mol: 294.4
HOMO energy, eV: -19.0
Charge: +2
Maximum force, eV/Å: 4.5
Frontier orbital gap, eV: 9.63
Calculated total energy, a.u.: -283.198873


| no. | LUMO level (eV) |
| --- | --- |
| 1 | 0.8 |
| 2 | 1.0 |
| 3 | 0.4 |
| 4 | -9.4 |